The molecule C2H4N4O2 in a non-equilibrium geometry, computed with the ωB97M-V functional and the def2-TZVPD basis.

The geometry in ORCA input format:
```
! wB97M-V def2-TZVPD RIJCOSX def2/J DEFGRID3
* xyz 0 1
C -0.576 0.094 -0.152
C 0.819 1.121 1.130
H -1.491 -2.100 -0.887
H -1.383 -1.338 -2.582
H 0.986 2.885 1.668
H 1.052 -1.323 -0.357
N -1.024 -1.426 -1.500
N -1.186 -0.066 -1.227
N -0.377 1.285 0.542
N 0.408 -0.910 0.375
O 1.342 1.865 1.953
O 1.430 -0.088 1.037
*
```

The total energy comes out at -12189.8205 eV. The frontier orbital gap comes out at 8.4 eV. For the HOMO energy, the calculation gives -8.231 eV. Its energy relative to the best compared isomer or geometry (same formula, charge and spin) is 353.8 kJ/mol.

Here are the Löwdin charges for atoms 1 to 6, given in e:
1. C -0.44
2. C -0.58
3. H 0.08
4. H 0.15
5. H 0.27
6. H 0.14